Molecular formula: C62H71AsBiN4O2
Method: DFT, ωB97M-V/def2-TZVPD

Results
- highest occupied orbital energy (eV) = -4.57
- total charge = -1
- HOMO-LUMO gap (eV) = 6.17
- ΔE to the lowest compared entry with this formula, charge and spin (kcal per mole) = 56.6
- total energy (eV) = -142181.8447
- F_max (eV/Å) = 1.229

Last column: Mulliken charge in e.
Cartesian coordinates (Å):
Bi: -0.24627 0.11918 0.34599  2.541
C: 0.19256 5.21913 -2.80525  -1.778
C: -0.04383 3.74326 -3.13562  2.115
C: 0.29183 3.45506 -4.60536  -1.494
C: -1.48622 3.31812 -2.90239  -0.214
C: -2.49457 3.99654 -3.56659  -0.378
C: -3.80120 3.54415 -3.54171  -1.837
C: -4.04644 2.29271 -3.01347  -0.209
C: -3.05847 1.57521 -2.34490  0.008
C: -3.30025 0.10904 -2.10109  3.046
C: -4.57738 -0.20810 -1.33429  -1.587
C: -3.34391 -0.56242 -3.48136  -1.805
C: -1.80284 2.17489 -2.12971  0.406
N: -0.81860 1.80297 -1.16292  -0.144
C: -0.50881 2.92412 -0.39991  -0.206
O: -1.31412 3.83190 -0.22545  -0.601
C: 0.87825 3.18265 0.16722  0.698
C: 0.97181 4.34130 0.92721  -0.821
C: 2.22006 4.84750 1.23875  -1.209
C: 3.31927 4.21883 0.70861  -0.688
C: 3.16707 3.03036 -0.01026  0.243
N: 1.95724 2.48688 -0.24233  0.651
C: 4.44813 2.55346 -0.69817  -0.246
O: 5.19029 3.48576 -1.07457  -0.847
N: 4.63710 1.26995 -0.78261  0.378
C: 5.62191 0.72412 -1.59619  -0.453
C: 6.81476 0.16751 -1.08750  0.443
C: 7.69411 -0.45520 -1.96933  -0.704
C: 7.43435 -0.56422 -3.32183  -1.305
C: 6.24894 -0.04533 -3.81584  -0.361
C: 5.34749 0.59923 -2.98512  0.317
C: 4.06985 1.18295 -3.56199  2.518
C: 4.35921 2.55166 -4.18984  -1.215
C: 3.41005 0.24977 -4.58095  -1.692
C: 7.24021 0.13530 0.37587  0.625
C: 6.73832 1.28938 1.24294  -1.631
C: 6.81730 -1.20708 0.98108  -1.289
H: 1.25388 5.46437 -2.87082  0.416
H: -0.15146 5.42568 -1.79227  0.335
H: -0.34922 5.86583 -3.49741  0.334
H: 0.61934 3.14093 -2.51374  -0.725
H: -0.34660 4.05033 -5.26023  0.323
H: 0.11977 2.40290 -4.83677  0.335
H: 1.33479 3.69503 -4.82195  0.393
H: -2.25744 4.90631 -4.10435  0.339
H: -4.59517 4.12245 -3.99687  0.386
H: -5.02982 1.85210 -3.12641  0.386
H: -2.45776 -0.28566 -1.53753  -1.450
H: -4.59004 -1.26945 -1.08433  0.342
H: -5.46454 0.00742 -1.93318  0.437
H: -4.62106 0.37429 -0.41924  0.161
H: -2.45588 -0.30778 -4.06260  0.330
H: -3.39883 -1.64427 -3.38269  0.485
H: -4.22292 -0.21602 -4.02739  0.426
H: 0.05882 4.82922 1.23562  0.561
H: 2.32042 5.74575 1.83514  0.433
H: 4.31655 4.62534 0.79120  0.536
H: 8.61207 -0.87963 -1.57407  0.358
H: 8.14865 -1.04258 -3.98092  0.377
H: 6.02677 -0.15034 -4.87150  0.257
H: 3.36800 1.32969 -2.73877  -0.796
H: 5.05585 2.44701 -5.02596  0.370
H: 4.80193 3.21169 -3.44500  0.379
H: 3.43784 3.01453 -4.55453  0.097
H: 3.98059 0.20441 -5.51068  0.372
H: 2.40721 0.60628 -4.82468  0.288
H: 3.33073 -0.76037 -4.17483  0.447
H: 8.33559 0.17543 0.38190  0.444
H: 5.67120 1.19364 1.42106  0.081
H: 6.92141 2.24633 0.75192  0.334
H: 7.25814 1.28605 2.20528  0.526
H: 5.74388 -1.33551 0.87575  0.161
H: 7.06673 -1.26145 2.04430  0.412
H: 7.31011 -2.03577 0.46900  0.362
C: 1.46545 -1.27265 -0.27483  -1.094
C: 1.74492 -1.82669 1.06270  0.058
C: 2.16808 -0.97346 2.09396  0.351
C: 2.32010 -1.44401 3.38849  -0.803
C: 2.02822 -2.76501 3.69103  -0.672
C: 1.65997 -3.63448 2.67045  -0.458
C: 1.51693 -3.17092 1.37582  -0.533
H: 1.23884 -2.04474 -1.00373  0.744
H: 2.28028 -0.62713 -0.62032  0.229
H: 2.42815 0.05249 1.85101  0.491
H: 2.66483 -0.77144 4.16470  0.478
H: 2.10713 -3.12357 4.70932  0.396
H: 1.49498 -4.68204 2.88901  0.467
H: 1.25641 -3.85389 0.57509  0.360
C: -4.05230 3.84511 1.64532  -1.709
C: -3.60754 2.50398 2.15170  0.826
C: -4.39280 1.36815 2.01559  -0.785
C: -3.89403 0.09495 2.27237  -0.135
C: -4.80047 -1.08641 2.07286  -1.604
C: -2.57700 -0.05914 2.72942  1.129
As: -1.47316 -1.71396 2.46819  1.200
N: -1.69616 -1.60266 0.59485  -0.354
C: -1.99423 -2.57326 -0.34766  0.942
C: -1.33495 -2.60424 -1.59112  -0.443
C: -1.66197 -3.52588 -2.56841  -1.047
C: -2.65729 -4.46682 -2.35350  -0.949
C: -3.34050 -4.43940 -1.14644  -0.946
C: -3.02436 -3.51546 -0.16698  0.100
C: -2.62126 -3.16789 3.27118  0.567
C: -2.56605 -4.49419 2.82749  0.507
C: -1.51056 -4.98449 1.86906  -0.806
C: -3.44997 -5.43906 3.34718  -0.875
C: -4.35210 -5.11528 4.34544  0.656
C: -5.38784 -6.09618 4.82322  -1.647
C: -4.23975 -3.85701 4.92777  -0.627
C: -3.36571 -2.89863 4.43709  -0.046
C: -3.18708 -1.62034 5.21893  -1.553
C: -1.85642 1.10231 3.06986  -0.402
C: -0.57161 1.05317 3.85950  -1.518
C: -2.36149 2.35569 2.74301  -0.293
H: -5.03090 3.78134 1.17064  0.345
H: -3.32925 4.19783 0.90724  0.237
H: -4.09163 4.58047 2.45169  0.383
H: -5.41340 1.46699 1.66084  0.350
H: -5.15460 -1.46995 3.03255  0.386
H: -4.26211 -1.88953 1.57896  -0.004
H: -5.67109 -0.82097 1.47454  0.517
H: -0.56843 -1.87151 -1.79985  0.323
H: -1.13842 -3.49636 -3.51631  0.440
H: -2.91670 -5.18397 -3.12105  0.355
H: -4.14388 -5.14507 -0.96728  0.473
H: -3.59433 -3.51494 0.75079  0.411
H: -1.01611 -4.16201 1.36083  -0.669
H: -1.93153 -5.66483 1.13001  0.446
H: -0.75698 -5.53589 2.43703  0.417
H: -3.42850 -6.44879 2.94993  0.371
H: -5.32750 -7.02561 4.25872  0.353
H: -6.38720 -5.67746 4.69288  0.344
H: -5.25997 -6.32187 5.88337  0.358
H: -4.85694 -3.62410 5.79000  0.456
H: -2.12948 -1.34806 5.23718  0.236
H: -3.52891 -1.75682 6.24469  0.536
H: -3.73434 -0.78808 4.77836  0.228
H: -0.08556 0.08142 3.80481  -0.124
H: -0.81033 1.24288 4.90976  0.383
H: 0.12850 1.82310 3.53020  0.386
H: -1.74480 3.23153 2.91734  0.338

Forces on atoms 1 to 2 (eV/Å):
0.4 0.1 -0.2
0.0 -0.1 0.1